(1)
83
Properties=species:S:1:pos:R:3:mulliken_charge:R:1 method="wB97M-V/def2-TZVPD" e_lumo_ev=-0.010 relative_energy_kcal_mol=11.7 total_energy_ha=-2807.7260 gap_ha=0.3041 total_charge=0
Y 0.04804 0.05801 0.05951 1.318
N -2.89408 -3.78063 -1.20973 -0.178
C -1.56994 -3.38847 -0.55983 0.439
C -0.67014 -4.60924 -0.37628 -1.851
P -2.02850 -2.47486 0.98194 1.003
O -2.12720 -3.62155 2.09606 -0.528
O -3.36510 -1.91074 0.66321 -0.914
O -0.84851 -1.58618 1.30258 -0.634
P -0.80274 -2.25258 -1.81362 0.720
O -1.67855 -0.86409 -1.63662 -0.619
O -1.09098 -2.85553 -3.13532 -0.875
O 0.53041 -1.86399 -1.26623 -0.443
H -3.20079 -4.70610 -0.91264 0.343
H -2.76493 -3.76925 -2.23159 0.358
H -3.58632 -3.08760 -0.89510 0.335
H -1.13883 -5.33752 0.28852 0.469
H 0.26257 -4.29063 0.08471 0.349
H -0.43156 -5.07945 -1.33262 0.459
H -1.92558 -3.31933 2.98839 0.322
H -2.05869 -0.62522 -2.49251 0.294
C 3.40810 -0.44048 -0.85215 -1.732
C 3.42192 0.59565 0.23514 1.307
C 4.63876 0.48497 1.12183 -1.628
O 2.22766 0.46898 1.06686 -0.812
C 1.98486 1.84801 1.50584 -1.441
C 2.19780 2.60809 0.17017 0.733
O 3.33353 1.89641 -0.33199 -0.607
C 1.11594 2.65037 -0.97019 2.002
O 0.76927 1.34746 -1.29615 -0.608
C 1.75700 3.31610 -2.21017 -0.132
C 1.67931 2.65709 -3.43187 -0.564
C 2.21798 3.21792 -4.58369 -0.851
C 2.85390 4.45021 -4.53106 -0.615
C 2.94400 5.11292 -3.31310 -0.956
C 2.39891 4.54900 -2.16621 -0.118
C -0.15546 3.44420 -0.59730 0.152
C -0.09061 4.72899 -0.07673 0.286
C -1.24625 5.43460 0.23519 -0.949
C -2.49287 4.86130 0.02924 -0.657
C -2.57506 3.58509 -0.51474 -0.939
C -1.41721 2.89501 -0.83307 -0.269
C 0.69001 1.87708 2.33193 2.905
O -0.33408 1.34884 1.57647 -0.909
C 0.91522 1.03748 3.61706 -0.218
C 1.96885 1.31585 4.48903 -0.310
C 2.15418 0.57991 5.64775 -0.947
C 1.26899 -0.44448 5.97036 -0.583
C 0.20459 -0.70737 5.12333 -1.005
C 0.02887 0.02728 3.95254 -0.139
C 0.36725 3.29752 2.81590 -0.208
C -0.94656 3.54120 3.20430 -0.399
C -1.31375 4.77510 3.71153 -0.860
C -0.37015 5.79047 3.84390 -0.634
C 0.94270 5.55379 3.46768 -0.960
C 1.30806 4.30959 2.95876 0.240
H 3.37976 -1.44738 -0.43221 0.363
H 4.33273 -0.33183 -1.42101 0.480
H 2.57551 -0.30355 -1.53594 0.265
H 4.67956 -0.50237 1.58295 0.327
H 4.64325 1.24244 1.90420 0.302
H 5.53302 0.62510 0.51331 0.430
H 2.79142 2.14414 2.17318 0.922
H 2.52141 3.62844 0.37842 1.028
H 1.19682 1.69164 -3.46423 0.403
H 2.14211 2.68125 -5.52196 0.435
H 3.27746 4.88630 -5.42725 0.381
H 3.44187 6.07311 -3.25352 0.421
H 2.48653 5.09209 -1.23129 0.154
H 0.86813 5.19930 0.10816 0.060
H -1.16510 6.42880 0.65633 0.406
H -3.39397 5.40624 0.28188 0.418
H -3.53930 3.12876 -0.70131 0.437
H -1.48512 1.92758 -1.31836 0.630
H 2.64757 2.13746 4.28373 0.345
H 2.98077 0.81355 6.30770 0.424
H 1.40548 -1.01923 6.87768 0.407
H -0.50132 -1.49008 5.37757 0.371
H -0.80142 -0.17616 3.29141 0.534
H -1.67984 2.75383 3.07873 0.465
H -2.34366 4.94905 3.99868 0.441
H -0.65953 6.75638 4.23841 0.407
H 1.68856 6.33282 3.56769 0.446
H 2.34387 4.14884 2.67897 0.359

---

(2)
18
Properties=species:S:1:pos:R:3:mulliken_spin:R:1 method="wB97M-V/def2-TZVPD" e_lumo_ev="-9.108 / -11.376" multiplicity=2 total_energy_ha=-3066.2718 gap_ha="0.3428 / 0.2666" total_charge=+2
Y 0.19229 -0.19309 0.50274 0.048
C 1.51092 0.71394 -1.70348 0.096
C 2.54306 0.53570 -0.81571 0.132
C 2.40301 1.55174 0.22953 0.359
C 1.19393 2.23236 0.04150 -0.084
C 0.69721 1.83189 -1.22005 0.385
H 1.35251 0.20097 -2.64208 0.005
H 3.37021 -0.15411 -0.91290 0.002
H 3.13709 1.75714 0.99887 0.021
H 0.83746 3.06381 0.63381 -0.001
H -0.12999 2.26980 -1.76228 0.019
F -1.35951 -0.07003 -0.63718 0.020
As -2.78801 -2.35621 1.17708 0.001
F -0.99515 -1.59777 1.64025 -0.003
F -3.24922 -0.78202 1.42783 0.000
F -2.51015 -3.25950 2.52574 0.000
F -4.25435 -2.96341 0.71462 0.000
F -1.95132 -2.78120 -0.19830 0.000

---

(3)
99
Properties=species:S:1:pos:R:3:mulliken_charge:R:1 method="wB97M-V/def2-TZVPD" e_lumo_ev=-0.236 relative_energy_kcal_mol=70.0 total_energy_ha=-1853.9062 gap_ha=0.3428 total_charge=0
C 0.88653 -3.11528 -2.48298 -0.257
C 2.20738 -2.91488 -3.24414 -0.890
O 2.13332 -1.78143 -4.17058 -0.659
H 0.18643 -3.65666 -3.12800 0.491
H 0.41630 -2.15433 -2.28470 0.161
H 1.07041 -3.68656 -1.57085 -0.050
H 2.47253 -3.80166 -3.82421 0.463
H 3.02659 -2.69150 -2.56324 0.286
H 1.59236 -2.03716 -4.92253 0.315
C -0.26665 0.49295 -0.14530 0.361
C 0.07532 -0.77861 0.61999 -0.061
O 1.11258 -0.51180 1.59532 1.058
H 0.63181 1.00875 -0.49809 -0.076
H -0.78411 1.21067 0.50461 -0.648
H -0.89409 0.35897 -1.03394 0.603
H 0.35738 -1.58093 -0.05170 -0.522
H -0.83743 -1.05773 1.15759 0.185
H 0.80711 0.09280 2.27787 -0.535
C -3.61475 -2.44434 -1.50982 -1.429
C -3.14367 -1.47017 -0.46714 1.192
O -3.72259 -1.84717 0.77046 -0.687
H -3.39410 -3.48866 -1.26617 0.269
H -3.21194 -2.22885 -2.50485 0.286
H -4.69756 -2.41365 -1.68305 0.393
H -3.53785 -0.48558 -0.74084 0.406
H -2.05286 -1.45072 -0.42493 -0.747
H -3.52935 -1.16409 1.43591 0.105
C 4.36870 2.18464 2.72957 -1.289
C 4.04006 0.73382 2.48439 0.991
O 5.25223 -0.05101 2.67285 -0.615
H 4.61203 2.32985 3.78307 0.328
H 3.51729 2.81554 2.45265 0.232
H 5.23451 2.47947 2.14303 0.381
H 3.71544 0.54189 1.45763 -0.049
H 3.26470 0.36666 3.15180 -0.252
H 5.37086 -0.59257 1.88936 0.343
C 2.65104 3.37779 -4.29794 -1.020
C 1.71055 3.90564 -3.23638 -0.396
O 1.30640 2.80188 -2.37855 -0.387
H 3.12853 4.19702 -4.84217 0.400
H 2.11848 2.77058 -5.02977 0.196
H 3.43387 2.78834 -3.82872 0.239
H 0.81397 4.38972 -3.63538 0.289
H 2.24996 4.68355 -2.68682 0.400
H 1.32790 3.15275 -1.47413 0.171
C -1.58765 0.13394 -5.23267 -1.068
C -1.07842 1.46414 -4.71089 0.137
O -0.99021 1.42595 -3.30976 -0.381
H -0.86818 -0.65139 -4.96985 0.106
H -1.65121 0.16528 -6.32203 0.402
H -2.54865 -0.13643 -4.80439 0.259
H -1.78864 2.24357 -5.03675 0.250
H -0.11703 1.73514 -5.15725 0.077
H -0.19829 1.93383 -3.03081 0.203
C -4.65997 -0.39680 4.16675 -1.146
C -3.86922 0.49519 3.21603 -0.411
O -2.61734 -0.13698 2.84319 -0.131
H -5.60468 0.09470 4.40460 0.387
H -4.08765 -0.66136 5.05628 0.331
H -4.86052 -1.34511 3.66476 0.232
H -3.62903 1.45676 3.66750 0.456
H -4.45652 0.59041 2.30705 0.342
H -2.06501 -0.20003 3.62311 0.120
C -1.55062 4.13114 0.34267 -0.507
C -2.72305 3.37000 0.94610 0.386
O -3.66406 3.05593 -0.10842 -0.530
H -1.87145 5.05168 -0.14676 0.467
H -1.08960 3.47762 -0.39715 -0.091
H -0.77470 4.39784 1.07153 0.154
H -3.26522 3.89153 1.74027 0.408
H -2.37512 2.40086 1.30429 -0.445
H -4.20785 3.82673 -0.28675 0.266
C 0.41981 -4.91593 0.84873 -1.012
C -0.99083 -4.62107 0.43623 0.126
O -1.50724 -3.55912 1.25639 -0.461
H 0.52620 -4.95038 1.92741 0.242
H 1.04377 -4.10329 0.46744 0.057
H 0.78755 -5.83530 0.39477 0.377
H -1.62489 -5.52069 0.50681 0.427
H -0.99762 -4.34371 -0.63340 0.050
H -2.43528 -3.41262 0.98986 0.293
O 0.61348 3.91383 2.01099 -0.649
H 0.34926 4.47131 2.75183 0.288
H 0.67244 2.99610 2.38487 0.313
O 1.64032 -2.79501 3.24149 -0.731
H 0.79413 -3.03151 3.64846 0.350
H 1.41705 -2.04959 2.62973 0.286
O 3.42278 -1.47054 0.07594 -0.699
H 3.27730 -1.00396 -0.76851 0.443
H 2.66095 -1.19822 0.62148 0.065
O 2.74656 0.22891 -2.21680 -0.666
H 2.46100 -0.47989 -2.83771 0.474
H 2.08291 0.93046 -2.31896 0.240
O 1.01293 1.56602 3.62241 -0.520
H 1.53393 1.95804 4.34459 0.259
H 0.33688 1.03982 4.07986 0.184
O 2.00978 -1.34997 5.71732 -0.661
H 2.09831 -1.40438 4.74578 0.384
H 2.44278 -2.15138 6.03314 0.285

---

(4)
67
Properties=species:S:1:pos:R:3:mulliken_spin:R:1 method="wB97M-V/def2-TZVPD" e_lumo_ev="-3.626 / -3.044" multiplicity=6 relative_energy_kcal_mol=0.0 total_energy_ha=-6341.8591 gap_ha="0.2443 / 0.2658" total_charge=+1
Sm -1.35932 -0.61957 0.08431 5.066
C 5.59322 2.41705 0.42014 0.000
C 4.46976 3.44717 0.30851 -0.001
C 4.41815 4.24969 1.61544 0.000
C 4.78686 4.39088 -0.86266 0.000
C 3.11348 2.78490 0.05599 0.000
C 2.97157 1.41972 -0.11291 0.004
C 1.70668 0.93041 -0.35733 0.004
Br 1.46773 -0.98882 -0.50766 -0.005
C 0.54674 1.68326 -0.46528 -0.018
O -0.62361 1.05997 -0.73988 -0.005
C 0.67587 3.07405 -0.26539 -0.005
C 1.95221 3.56491 -0.01734 0.001
C -0.54555 4.00688 -0.31702 -0.001
C -0.16500 5.47181 -0.06570 0.000
C -1.20156 3.93825 -1.70507 -0.001
C -1.54142 3.61868 0.78773 -0.002
H 6.54120 2.93286 0.58119 0.000
H 5.69533 1.82368 -0.49290 0.000
H 5.43460 1.74025 1.26500 0.000
H 5.38310 4.73181 1.79164 0.000
H 4.20365 3.59588 2.46545 0.000
H 3.65817 5.03402 1.58826 0.000
H 5.77019 4.84874 -0.72312 0.000
H 4.04964 5.19429 -0.93937 0.000
H 4.79382 3.84531 -1.81038 0.000
H 3.80925 0.73830 -0.04200 0.000
H 2.05906 4.63022 0.12481 0.000
H 0.50605 5.85410 -0.83929 0.000
H 0.30275 5.61434 0.91098 0.000
H -1.07249 6.07790 -0.08641 0.000
H -0.49437 4.27602 -2.46615 0.000
H -2.06917 4.60356 -1.73939 0.000
H -1.51856 2.93196 -1.96744 0.000
H -1.09905 3.79150 1.77183 0.000
H -1.83537 2.57497 0.73122 0.001
H -2.44743 4.22790 0.71601 0.000
C -4.23239 1.63157 -0.64451 -0.001
S -3.93163 0.58336 0.81650 -0.006
C -4.81201 -0.88513 0.37851 -0.003
C -4.44757 -1.76046 -0.58035 0.001
S -3.06503 -1.70704 -1.64936 -0.021
S -5.56761 -3.07853 -0.82441 0.000
C -6.75277 -2.63534 0.37710 0.000
S -8.05391 -3.53610 0.72568 0.000
S -6.30868 -1.18698 1.23067 0.000
H -3.81286 2.61288 -0.43431 0.000
H -5.30960 1.70191 -0.76799 0.000
H -3.77468 1.19606 -1.52420 0.000
N -1.14406 -2.87061 0.93655 -0.005
C -0.96017 -4.00706 0.77906 -0.001
N -0.80154 -5.27289 0.54617 -0.001
C -0.26935 -6.19927 1.58137 0.000
C 0.71518 -7.14020 0.90963 0.000
C -0.00443 -8.02067 -0.12935 0.000
C -1.19416 -7.28509 -0.78101 0.000
C -0.96901 -5.78507 -0.84561 0.000
H -1.10176 -6.75625 2.01304 0.000
H 0.18954 -5.61126 2.37243 0.000
H 1.20677 -7.74909 1.66703 0.000
H 1.49402 -6.54122 0.43094 0.000
H -0.37347 -8.92781 0.35107 0.000
H 0.70843 -8.33878 -0.89089 0.000
H -2.11244 -7.47623 -0.22127 0.000
H -1.36621 -7.64483 -1.79391 0.000
H -1.81389 -5.27314 -1.30122 0.000
H -0.07087 -5.55359 -1.42324 0.000